<1>
This record from the Open Molecules 2025 dataset describes a 2-piece molecular cluster, C4H14N overall. The level of theory is the ωB97M-V functional and the def2-TZVPD basis.

The value obtained for the lowest unoccupied orbital energy (spin up / spin down) is -7.2 / -14.2 eV. The HOMO energy (spin up / spin down) is -0.7341 / -0.7341 Ha. The net charge is +2. As for the expectation value of S²: 0.753. The spin multiplicity is 2.

Each atom is followed by the atoms it is bonded to, with distances in Å.
Cartesian coordinates (Å):
1 C 1.5094 0.4938 1.9125  C2 1.545, N3 1.486, H4 1.082, H5 1.088
2 C 0.5624 -0.6413 1.4630  C1 1.545, H6 1.096, H7 1.094, H11 1.093
3 N 1.8740 1.4448 0.8309  C1 1.486, H8 1.020, H9 1.022, H10 1.021
4 H 1.0463 1.0539 2.7138  C1 1.082
5 H 2.3756 0.0378 2.3867  C1 1.088
6 H 0.0838 -0.5376 0.4824  C2 1.096
7 H -0.2270 -0.8214 2.1984  C2 1.094
8 H 1.0783 1.9398 0.4286  N3 1.020
9 H 2.5934 2.1207 1.0973  N3 1.022
10 H 2.3186 0.9323 0.0685  N3 1.021
11 H 1.0673 -1.6068 1.5450  C2 1.093
12 C -2.2477 -0.0752 -1.9574  C13 1.426, H14 1.086, H15 1.145, H16 1.143
13 C -1.2865 -1.1146 -1.7841  C12 1.426, H17 1.106, H18 1.127, H19 1.105
14 H -3.2522 -0.3395 -1.6394  C12 1.086
15 H -2.1747 0.9836 -1.5290  C12 1.145
16 H -2.3467 0.4384 -2.9735  C12 1.143
17 H -1.3764 -1.5219 -0.7595  C13 1.106
18 H -1.3185 -2.0384 -2.4290  C13 1.127
19 H -0.2793 -0.7486 -2.0550  C13 1.105

Here are the natural (NBO) charges for atoms 1 to 2, given in e: atom 1 (C): -0.25, atom 2 (C): -0.66

<2>
This record from the Open Molecules 2025 dataset describes a 2-piece molecular cluster, C4H14N overall. The level of theory is the ωB97M-V functional and the def2-TZVPD basis.

The value obtained for the lowest unoccupied orbital energy (spin up / spin down) is -7.6 / -14.9 eV. The HOMO energy (spin up / spin down) is -0.7429 / -0.7429 Ha. The net charge is +2. As for the expectation value of S²: 0.753. The spin multiplicity is 2.

Each atom is followed by the atoms it is bonded to, with distances in Å.
Cartesian coordinates (Å):
1 C -1.5567 0.9010 1.7541  C2 1.496, N3 1.555, H4 1.117, H5 1.074
2 C -0.7421 2.0522 1.2551  C1 1.496, H6 1.071, H7 1.080, H11 1.140
3 N -1.7289 -0.0580 0.5428  C1 1.555, H8 1.051, H9 1.014, H10 1.010
4 H -1.1856 0.2749 2.6017  C1 1.117
5 H -2.5505 1.2017 2.0269  C1 1.074
6 H 0.2911 1.8528 1.0534  C2 1.071
7 H -0.8658 2.9516 1.8395  C2 1.080
8 H -1.8319 -1.0570 0.8517  N3 1.051
9 H -2.4087 0.3329 -0.0997  N3 1.014
10 H -0.7990 -0.0897 0.1506  N3 1.010
11 H -1.1270 2.3807 0.2340  C2 1.140
12 C 1.1299 -1.5329 -1.7753  C13 1.454, H14 1.068, H15 1.151, H16 1.087
13 C 2.4792 -1.2503 -1.3145  C12 1.454, H17 1.138, H18 1.091, H19 1.124
14 H 0.8881 -2.5332 -2.0591  C12 1.068
15 H 0.4380 -1.3730 -0.8700  C12 1.151
16 H 0.8799 -0.9759 -2.6748  C12 1.087
17 H 2.9338 -0.3310 -1.8079  C13 1.138
18 H 3.1792 -2.0870 -1.3458  C13 1.091
19 H 2.5773 -0.6597 -0.3629  C13 1.124

Here are the natural (NBO) charges for atoms 1 to 2, given in e: atom 1 (C): -0.21, atom 2 (C): -0.66

<2> is the least stable structure shown above.